(1)
{"formula": "C2H8P2S2", "method": "ωB97M-V/def2-TZVPD", "elements": ["C", "C", "P", "P", "S", "S", "H", "H", "H", "H", "H", "H", "H", "H"], "positions_angstrom": [[-0.81417, 0.00375, 0.79870], [0.90539, -0.10353, 1.04394], [-1.02063, 1.01218, -0.68675], [1.69576, -0.50610, -0.54378], [3.35710, -1.46547, -0.26184], [-3.13041, 0.85382, -0.86624], [-1.47782, 0.36076, 1.64106], [-1.03664, -1.09466, 0.46097], [1.49887, 0.76621, 1.46330], [1.15364, -0.98484, 1.57789], [-1.08365, 2.20659, -0.05734], [2.22203, 0.22577, -1.49751], [0.58225, -1.24745, -1.24348], [-2.85172, -0.02703, -1.82893]], "atomic_forces_ev_per_a": [[2.4, -1.9, 0.6], [-2.2, 2.5, -0.9], [-0.5, -0.4, -0.6], [-0.8, -3.7, 0.4], [0.4, -0.8, 0.6], [0.3, -0.1, -0.4], [1.1, -0.7, -0.7], [0.0, 2.0, 0.9], [-1.2, -0.8, -0.2], [0.2, -0.8, 0.7], [0.1, 1.4, 0.7], [-0.4, 2.7, -1.5], [1.2, 0.8, 0.7], [-0.6, -0.2, -0.2]], "nbo_charge": [-0.739, -0.741, 0.478, 0.832, -0.628, -0.283, 0.256, 0.241, 0.260, 0.264, -0.047, 0.016, -0.049, 0.141], "e_homo_ev": -8.3788, "e_above_lowest_ev": 1.021, "homo_lumo_gap_ev": 8.73, "smiles": "S=[PH2]CCPS", "energy_ha": -1560.0123}

***

(2)
{"formula": "C4H6N2", "method": "ωB97M-V/def2-TZVPD", "elements": ["C", "C", "C", "C", "H", "H", "H", "H", "H", "H", "N", "N"], "positions_angstrom": [[-1.09750, 0.27669, 2.02707], [-0.17525, -0.18945, -1.32784], [1.24778, -0.60315, -1.14093], [2.42774, -0.74273, -1.44866], [-0.76429, 1.31332, 2.60150], [-1.72616, -0.24287, 2.70258], [-0.36154, 1.40556, 0.17336], [-0.12644, 0.55832, -2.17588], [-0.83123, -0.98047, -1.31853], [3.39162, -1.25863, -0.71339], [-1.11487, -0.10748, 0.87316], [-0.86986, 0.57089, -0.25243]], "atomic_forces_ev_per_a": [[0.1, 4.0, 4.3], [1.4, 3.1, 1.1], [-0.4, 0.7, -1.1], [2.8, -2.3, 4.4], [-0.3, -1.8, -2.2], [0.1, -1.2, 0.9], [-0.2, -0.4, -2.0], [-0.6, -1.4, 0.5], [-1.2, -2.2, -1.4], [-3.0, 1.9, -3.2], [-1.5, -3.5, -2.9], [2.9, 3.2, 1.8]], "nbo_charge": [-0.130, -0.305, -0.038, -0.268, 0.121, 0.178, 0.327, 0.247, 0.238, 0.278, -0.253, -0.395], "e_homo_ev": -9.1004, "e_above_lowest_ev": 6.371, "homo_lumo_gap_ev": 9.60, "smiles": "C#CCNN=C", "energy_ha": -265.3014}

***

(3)
{"formula": "C5H9IO3S", "method": "ωB97M-V/def2-TZVPD", "elements": ["C", "C", "C", "C", "C", "O", "O", "O", "S", "I", "H", "H", "H", "H", "H", "H", "H", "H", "H"], "positions_angstrom": [[-2.84930, -2.88728, -0.25715], [-3.35129, -1.85914, 0.09992], [2.04235, -0.27148, -0.81266], [0.27388, 0.33884, 0.96622], [1.74205, 0.25971, 0.66065], [-1.29177, 1.03753, -1.36492], [-1.47441, 2.39089, 0.64374], [2.10827, 1.57251, 0.86813], [-0.42364, 1.80021, -0.08023], [-3.68371, 0.10437, 0.27974], [-2.55696, -3.90651, -0.38354], [-2.07262, 1.44669, -1.75500], [1.50541, 0.21280, -1.66858], [1.90594, -1.39770, -0.91377], [3.07662, -0.12370, -0.97269], [-0.15158, -0.67893, 0.64231], [0.02665, 0.56451, 2.00860], [2.16474, -0.40357, 1.51402], [3.00937, 1.80025, 0.52522]], "atomic_forces_ev_per_a": [[-0.2, -1.1, 0.4], [0.2, 1.0, -0.4], [-1.0, -1.0, 0.8], [-1.9, -2.0, -1.9], [-0.4, -1.5, 0.1], [2.2, -1.2, 0.3], [-2.5, 2.0, 2.8], [2.6, 1.9, -0.3], [1.3, -1.7, -3.1], [-0.7, -0.5, 0.6], [0.1, 0.2, -0.2], [0.2, 0.7, 0.6], [0.1, -0.2, 1.1], [-0.1, 1.4, 0.4], [1.3, 0.3, -0.3], [0.0, 1.6, 0.6], [0.1, 0.1, -0.3], [-0.1, 0.6, -1.7], [-1.1, -0.5, 0.5]], "nbo_charge": [-0.258, -0.297, -0.656, -0.623, 0.085, -0.969, -0.966, -0.732, 1.546, 0.315, 0.239, 0.506, 0.232, 0.224, 0.206, 0.244, 0.249, 0.173, 0.481], "e_homo_ev": -8.6249, "e_above_lowest_ev": 3.451, "homo_lumo_gap_ev": 9.22, "energy_ha": -1117.3448}

***

(4)
{"formula": "C5H5NO", "method": "ωB97M-V/def2-TZVPD", "elements": ["O", "C", "C", "C", "C", "C", "N", "H", "H", "H", "H", "H"], "positions_angstrom": [[-1.99097, -0.46302, -0.13975], [-0.77731, -0.66694, 0.48823], [-0.23664, 0.60666, 0.92071], [1.20623, 0.68231, 0.53484], [0.24198, 0.13095, -0.44682], [0.48108, -0.62844, -1.59923], [0.80439, -1.46556, -2.33523], [-0.63855, -1.68540, 0.84754], [-0.86658, 1.44172, 1.18237], [2.00270, 0.01992, 0.83642], [1.50781, 1.72502, 0.41088], [-1.73412, 0.30278, -0.69996]], "atomic_forces_ev_per_a": [[-0.1, -0.1, -0.1], [0.5, 0.3, -0.1], [-0.1, 0.4, 0.0], [0.2, -0.1, 0.3], [0.5, -0.8, 0.3], [0.2, -0.3, -1.0], [-0.3, 0.9, 0.1], [0.3, 0.4, 0.1], [-0.1, 0.3, 0.0], [-0.1, -0.1, 0.8], [0.1, -0.3, -0.3], [-1.1, -0.4, 0.0]], "nbo_charge": [-0.667, 0.139, -0.099, -0.371, -0.300, 0.274, -0.336, 0.221, 0.230, 0.216, 0.220, 0.472], "e_homo_ev": -9.2779, "e_above_lowest_ev": 4.512, "homo_lumo_gap_ev": 9.93, "smiles": "N#C[C@@]12C[C@@H]1[C@H]2O", "energy_ha": -323.3539}